No. 1
Formula: C40H43AsI2N6OS3Ti
Source: OMol25
Level of theory: ωB97M-V with the def2-TZVPD basis set

Computed properties:
Spin multiplicity ... 3
⟨S²⟩ ... 2.00
Relative energy (zero: lowest compared OMol25 entry of this formula, charge and spin) ... 1.58 kcal per mole
LUMO energy (alpha / beta) ... 0.0059 / 0.0058 hartree

Structure (XYZ):
```
97
Properties=species:S:1:pos:R:3:forces:R:3:mulliken_charge:R:1
Ti -0.681 0.398 -1.240 -0.292 -0.299 0.690 0.86
I -4.283 -2.796 -7.284 -0.009 -0.006 -0.011 0.03
C -3.270 -2.364 -5.511 -0.034 0.043 0.001 -0.53
C -2.187 -3.133 -5.127 0.134 -0.131 0.009 -0.37
C -1.506 -2.832 -3.958 -0.119 0.379 0.271 -0.55
I 0.117 -3.999 -3.388 0.058 0.001 0.036 0.03
C -1.874 -1.741 -3.129 0.171 0.091 0.265 -0.43
O -1.227 -1.421 -2.028 -0.235 -0.282 -0.600 0.79
C -3.011 -0.996 -3.545 0.353 -0.137 0.014 0.70
C -3.463 0.132 -2.676 0.067 0.164 -0.060 -1.04
N -2.428 1.191 -2.527 0.043 -0.453 -0.638 0.20
C -2.049 1.829 -3.788 0.125 -0.021 0.276 -1.25
C -0.551 1.956 -3.921 -0.009 0.194 -0.235 0.40
C -0.002 2.700 -4.962 0.041 -0.119 0.119 -0.92
C 1.377 2.751 -5.106 -0.046 0.183 -0.260 -0.51
C 2.173 2.053 -4.213 -0.204 -0.210 0.319 -0.95
C 1.548 1.356 -3.188 0.043 0.175 -0.289 0.04
N 0.213 1.323 -3.024 0.382 0.126 -0.344 1.19
C -3.679 -1.303 -4.719 -0.086 0.044 0.022 -0.23
H -1.864 -3.967 -5.736 -0.008 0.028 0.040 0.39
H -3.668 -0.223 -1.670 -0.031 -0.057 0.191 -0.15
H -4.390 0.548 -3.078 -0.064 0.076 -0.042 0.46
H -2.808 1.858 -1.877 -0.080 0.337 0.337 0.23
H -2.501 2.816 -3.899 -0.084 0.109 0.013 0.44
H -2.401 1.233 -4.628 -0.048 -0.142 -0.103 0.42
H -0.666 3.209 -5.653 0.086 -0.015 0.022 0.52
H 1.822 3.320 -5.917 -0.070 -0.069 0.109 0.41
H 3.253 2.038 -4.287 -0.089 0.018 -0.037 0.49
H 2.120 0.784 -2.474 0.046 -0.056 0.128 -0.16
H -4.540 -0.712 -5.010 0.014 0.007 0.013 0.42
S -2.497 1.490 0.509 0.103 0.081 -0.034 -0.48
C -3.322 0.027 1.047 -0.120 -0.122 0.023 0.60
C -4.717 -0.042 1.125 -0.003 -0.076 0.009 -0.70
C -5.348 -1.195 1.577 -0.030 0.090 -0.032 -0.71
C -4.605 -2.302 1.965 0.043 -0.025 0.005 -0.85
C -3.218 -2.247 1.901 -0.076 0.089 -0.060 -0.68
C -2.581 -1.097 1.448 -0.149 0.046 0.099 0.02
As -0.665 -0.894 1.302 0.082 -0.125 -0.087 0.79
C -0.277 0.066 2.951 0.023 0.056 0.049 0.58
C -1.280 0.539 3.791 0.081 0.008 0.084 -0.69
C -0.956 1.265 4.932 0.038 0.006 -0.002 -0.59
C 0.373 1.524 5.246 -0.033 0.000 0.004 -0.78
C 1.380 1.051 4.411 0.002 -0.012 -0.024 -0.58
C 1.052 0.330 3.269 0.069 0.094 0.036 -0.11
C -0.081 -2.687 1.787 -0.012 -0.096 0.026 0.42
C 0.337 -3.063 3.061 -0.014 -0.093 -0.046 -0.67
C 0.726 -4.376 3.311 0.034 0.003 -0.061 -0.69
C 0.700 -5.318 2.289 -0.039 0.047 -0.001 -0.57
C 0.275 -4.947 1.016 -0.003 0.020 0.022 -0.61
C -0.112 -3.637 0.767 0.133 -0.026 0.037 -0.13
H -5.302 0.819 0.822 0.021 -0.025 0.014 0.46
H -6.432 -1.227 1.623 0.101 0.005 -0.006 0.35
H -5.099 -3.202 2.314 0.036 0.061 -0.025 0.38
H -2.629 -3.104 2.203 0.020 -0.027 0.013 0.46
H -2.317 0.344 3.553 -0.040 -0.001 -0.009 0.34
H -1.749 1.626 5.579 0.064 -0.019 -0.038 0.39
H 0.625 2.089 6.138 -0.026 -0.054 -0.082 0.34
H 2.422 1.250 4.647 -0.097 -0.021 -0.016 0.40
H 1.842 -0.016 2.608 -0.046 0.005 0.016 0.41
H 0.350 -2.340 3.867 0.003 0.025 0.012 0.37
H 1.044 -4.662 4.309 -0.020 0.014 -0.078 0.40
H 1.002 -6.342 2.484 -0.015 0.066 -0.008 0.36
H 0.247 -5.676 0.212 0.006 0.060 0.071 0.41
H -0.423 -3.344 -0.230 -0.008 0.007 -0.045 0.06
C 5.778 -2.476 2.415 0.069 -0.033 0.021 -1.36
C 4.310 -2.166 2.160 0.037 0.080 -0.307 -0.07
N 3.997 -2.099 0.718 -0.053 0.287 0.280 -0.10
C 3.232 -1.150 0.107 0.176 0.116 0.160 0.05
S 2.197 -1.582 -1.151 -0.022 0.100 0.054 -0.19
N 3.343 0.132 0.516 0.202 -0.413 0.079 0.68
C 4.479 0.762 1.185 -0.098 -0.046 -0.046 0.11
C 4.773 2.106 0.540 -0.055 0.150 -0.007 -1.44
H 5.957 -2.628 3.486 -0.039 0.039 -0.164 0.39
H 6.427 -1.667 2.066 -0.092 -0.097 0.035 0.28
H 6.074 -3.391 1.892 -0.039 0.106 0.070 0.32
H 4.020 -1.234 2.635 -0.009 0.096 -0.025 0.09
H 3.682 -2.934 2.607 -0.099 -0.128 0.012 0.32
H 3.831 -2.995 0.297 -0.015 -0.216 -0.085 0.37
H 2.718 0.760 0.039 0.103 0.005 -0.111 -0.89
H 5.341 0.103 1.105 0.045 -0.070 -0.035 0.23
H 4.272 0.906 2.248 -0.029 -0.001 0.064 0.14
H 4.992 1.981 -0.523 -0.013 0.016 0.044 0.32
H 5.633 2.581 1.016 -0.052 -0.049 -0.005 0.44
H 3.910 2.774 0.640 0.156 -0.113 -0.052 0.26
C -0.560 3.889 2.264 -0.071 0.097 -0.163 -0.74
N -0.557 4.241 0.843 -0.100 0.116 0.371 0.37
C -1.276 5.275 0.258 -0.021 -0.046 0.427 -0.41
C -1.052 5.227 -1.064 0.121 -0.100 -0.329 -0.58
N -0.200 4.152 -1.269 0.063 0.005 -0.175 0.22
C 0.092 3.536 -0.100 -0.247 0.231 -0.106 -0.81
S 1.033 2.157 0.151 -0.210 0.064 -0.152 0.53
H -0.793 4.782 2.840 -0.017 -0.014 -0.027 0.35
H 0.422 3.514 2.540 0.047 -0.004 -0.018 0.23
H -1.295 3.106 2.437 -0.034 -0.022 0.001 0.23
H -1.882 5.947 0.844 0.087 -0.105 -0.069 0.44
H -1.412 5.851 -1.867 0.075 -0.120 0.123 0.46
H 0.172 3.826 -2.148 -0.047 0.030 0.011 0.13
```
Positions in Å, forces in eV/Å.

No. 2
Formula: C5H10IO8PS
Source: OMol25
Level of theory: ωB97M-V with the def2-TZVPD basis set

Computed properties:
SMILES ... O=P(O)(O)[C@@]1(O)OS(=O)(=O)O[C@@H]1CCCI
LUMO energy ... -0.0129 hartree

Structure (XYZ):
```
26
Properties=species:S:1:pos:R:3:forces:R:3:mulliken_charge:R:1
O 0.285 -2.503 0.771 -3.765 1.815 -3.268 -0.66
P -0.894 -2.181 -0.233 3.712 -4.567 3.251 0.77
O -0.478 -2.935 -1.780 -0.377 1.911 2.659 -0.54
O -2.361 -2.940 0.402 3.090 1.962 -0.426 -0.53
C -1.294 -0.326 -0.443 -1.105 -0.576 -2.117 0.66
O -1.450 -0.196 -1.899 -0.758 -0.256 1.754 -0.52
O -2.680 -0.218 0.038 1.828 2.517 1.918 -0.32
S -2.729 1.143 1.068 -3.423 1.959 4.449 1.05
O -4.113 1.838 0.899 6.088 -2.662 -0.320 -0.54
O -2.421 0.814 2.556 -0.579 0.604 -6.122 -0.53
O -1.331 1.954 0.428 -2.072 -3.100 0.832 -0.44
C -0.366 0.813 0.286 1.480 1.765 -0.676 0.27
C 0.897 1.487 -0.545 0.478 -0.094 -0.892 -0.55
C 2.190 0.467 -0.488 0.028 0.520 0.703 -0.35
C 3.433 1.015 0.453 0.332 -0.593 -1.417 -0.96
I 2.840 1.182 2.597 0.306 -0.097 -1.321 0.02
H 0.525 -2.872 -1.921 -1.994 0.040 0.772 0.37
H -2.254 -2.806 1.409 -0.071 -0.286 -2.107 0.38
H -2.327 -0.674 -2.096 1.826 1.075 0.287 0.38
H 0.112 0.569 1.326 -1.490 -0.193 -1.837 0.06
H 1.220 2.533 -0.080 -1.112 -2.363 -0.622 0.33
H 0.631 1.718 -1.684 0.269 -0.676 2.592 0.29
H 1.813 -0.532 -0.004 0.968 1.595 -1.227 0.23
H 2.621 0.352 -1.572 -0.858 -0.075 2.125 0.30
H 4.324 0.222 0.391 -2.027 1.917 0.301 0.41
H 3.807 2.075 0.121 -0.776 -2.139 0.706 0.40
```
Positions in Å, forces in eV/Å.

| no. | calculated total energy (eV) |
| --- | --- |
| 1 | -185830.8413 |
| 2 | -49947.9920 |